a:
11
Properties=species:S:1:pos:R:3 method="wB97M-V/def2-TZVPD" spin_multiplicity=1 e_homo_ev=-10.23 homo_lumo_gap_ha=0.369 e_lumo_ev=-0.205 smiles="C#CC(=O)C#CC"
C -1.9224 0.0235 1.9100
C -1.5013 -0.7349 1.0741
C -0.9763 -1.6513 0.0584
O -1.3265 -2.8053 -0.0225
C 0.0198 -0.9676 -0.7465
C 0.8068 -0.0734 -0.9459
C 1.6245 1.1265 -0.8781
H -2.3296 0.6633 2.6624
H 2.6938 0.9182 -0.9435
H 1.4096 1.5563 0.1062
H 1.3409 1.8585 -1.6381

---

b:
11
Properties=species:S:1:pos:R:3 method="wB97M-V/def2-TZVPD" spin_multiplicity=1 e_homo_ev=-7.97 homo_lumo_gap_ha=0.327 e_lumo_ev=0.924
C -0.3205 -1.7336 -0.7696
C -1.1622 -0.8783 -0.3970
C -1.3197 0.0798 0.6387
C 0.1273 -0.5034 0.5823
C 0.9449 0.6155 0.1127
C 0.1146 1.6502 -0.1011
O -1.1777 1.4305 0.1889
H 0.0385 -2.6916 -1.0874
H 0.4006 -1.2113 1.3586
H 2.0115 0.5981 -0.0563
H 0.3426 2.6439 -0.4696

---

c:
11
Properties=species:S:1:pos:R:3 method="wB97M-V/def2-TZVPD" spin_multiplicity=1 e_homo_ev=-8.84 homo_lumo_gap_ha=0.308 e_lumo_ev=-0.465 smiles="C=C=C=C=O.C#C"
C -2.1040 -0.1485 -0.8631
C -1.2182 0.7531 -0.5206
C -0.3362 1.6231 -0.1781
C 0.7965 1.7769 0.4488
O 1.7922 2.0727 0.9709
H -2.9503 -0.3656 -0.2190
H -2.0067 -0.6917 -1.7983
C 1.0194 -1.3262 0.5220
C 2.1871 -1.3179 0.8097
H -0.0175 -1.3139 0.2546
H 3.2234 -1.3227 1.0655

---

Relative energies, in eV, with the most stable structure set to zero: a 0.000; b 2.322; c 0.951.